(1)
The following is a DFT calculation (wB97M-V/def2-TZVPD) of a structure of composition C10H13N2O7Pd.

**Largest force on an atom**: 1.105 eV Å⁻¹
**HOMO energy**: -5.70 eV
**Net charge**: -1

Last column: Löwdin charge in e.
CARTESIAN COORDINATES (ANGSTROEM)
Pd  -0.50  0.00  0.01  1.08
O  2.05  0.89  0.41  -0.09
C  2.19  0.35  1.70  -0.25
C  0.93  0.68  2.48  -0.15
N  -0.27  -0.07  2.04  -0.27
C  -1.48  0.64  2.49  -0.10
C  -1.64  1.94  1.66  -0.66
O  -2.07  2.94  2.22  0.02
O  -1.32  1.85  0.41  -0.12
C  -0.15  -1.51  2.41  -0.08
C  0.20  -2.28  1.09  -0.68
O  1.30  -2.77  0.90  0.02
O  -0.79  -2.16  0.28  -0.12
H  2.13  0.26  -0.33  0.05
H  3.02  0.84  2.22  0.12
H  2.38  -0.73  1.69  0.11
H  0.74  1.75  2.38  0.13
H  1.06  0.45  3.55  0.13
H  -1.44  0.89  3.55  0.13
H  -2.34  -0.01  2.30  0.13
H  -1.11  -1.83  2.79  0.12
H  0.62  -1.64  3.17  0.12
O  1.82  -0.27  -2.15  0.02
C  0.70  -0.14  -2.64  -0.49
C  0.49  -0.14  -4.15  -0.10
C  -1.01  0.04  -4.31  -0.10
C  -1.53  0.10  -2.87  -0.49
O  -2.70  0.20  -2.58  0.06
N  -0.47  0.00  -1.98  0.01
H  0.87  -1.09  -4.54  0.12
H  1.09  0.65  -4.58  0.12
H  -1.50  -0.77  -4.83  0.11
H  -1.29  0.97  -4.81  0.11



(2)
The following is a DFT calculation (wB97M-V/def2-TZVPD) of a cluster of 4 separate species, C29H46BrCl2F2N3O7 in total.

**Largest force on an atom**: 5.107 eV Å⁻¹
**SMILES**: CC(=O)OC[C@H](O[C@@](Br)(CCCCOC=O)CO[C@@H](F)CC(=O)F)[C@H](Cl)[C@@H](C)Cl.CCCC#N.CCCC#N.CCCC#N
**HOMO energy**: -10.45 eV

Last column: Löwdin charge in e.
CARTESIAN COORDINATES (ANGSTROEM)
C  -3.01  -1.69  0.76  0.04
C  -2.86  -0.76  -0.44  -0.53
O  -3.58  0.12  -0.65  0.16
O  -1.82  -1.07  -1.27  -0.06
C  -0.76  -0.10  -1.17  -0.17
C  0.39  -0.66  -2.00  -0.33
O  1.63  0.00  -1.84  -0.09
C  2.13  0.10  -0.55  -0.70
Br  1.86  -1.46  0.64  0.95
C  3.68  0.22  -0.71  -0.19
C  4.26  -0.77  -1.77  -0.17
C  5.52  -1.58  -1.26  -0.14
C  4.96  -2.76  -0.45  -0.22
O  5.80  -3.93  -0.60  -0.05
C  5.09  -5.00  -0.15  -0.39
O  5.18  -5.37  0.95  0.14
C  1.68  1.43  0.18  -0.12
O  1.14  1.17  1.49  -0.11
C  1.97  1.61  2.48  -0.42
F  1.87  2.97  2.68  0.04
C  1.55  0.93  3.79  0.01
C  2.24  -0.41  3.95  -0.55
O  3.36  -0.57  3.79  0.19
F  1.49  -1.45  4.32  0.11
C  0.12  -0.63  -3.55  -0.61
Cl  -1.35  0.27  -4.03  0.69
C  0.14  -2.07  -4.13  -0.72
C  -1.00  -2.96  -3.63  -0.14
Cl  -0.04  -1.92  -5.93  0.59
H  -2.00  -2.00  1.05  0.08
H  -3.51  -2.59  0.37  0.10
H  -3.58  -1.22  1.56  0.07
H  -1.08  0.91  -1.44  0.12
H  -0.50  -0.07  -0.10  0.11
H  0.43  -1.74  -1.78  0.11
H  4.18  0.11  0.25  0.11
H  3.86  1.23  -1.10  0.12
H  3.53  -1.54  -2.06  0.09
H  4.49  -0.24  -2.70  0.11
H  6.03  -1.93  -2.16  0.12
H  6.13  -0.90  -0.66  0.09
H  4.88  -2.44  0.60  0.12
H  3.94  -3.05  -0.75  0.08
H  4.41  -5.55  -0.83  0.15
H  0.98  2.01  -0.43  0.14
H  2.56  2.06  0.34  0.12
H  3.03  1.39  2.32  0.16
H  1.80  1.54  4.66  0.14
H  0.47  0.75  3.82  0.14
H  0.96  -0.12  -4.03  0.10
H  1.09  -2.55  -3.91  0.11
H  -0.89  -3.92  -4.14  0.08
H  -0.91  -3.18  -2.56  0.08
H  -1.99  -2.57  -3.90  0.07
C  9.53  0.55  1.32  -0.11
C  9.95  0.22  -0.11  -0.26
C  9.61  1.34  -1.10  -0.18
C  8.16  1.58  -1.12  -0.23
N  7.04  1.75  -1.14  0.16
H  8.45  0.67  1.41  0.07
H  9.82  -0.26  2.00  0.07
H  10.01  1.46  1.67  0.08
H  9.46  -0.71  -0.42  0.11
H  11.03  0.04  -0.13  0.11
H  9.94  1.07  -2.10  0.12
H  10.11  2.27  -0.81  0.12
C  -7.10  4.00  1.02  -0.11
C  -6.13  3.55  -0.06  -0.25
C  -5.92  2.03  -0.08  -0.18
C  -5.37  1.57  1.21  -0.25
N  -4.95  1.22  2.21  0.16
H  -6.74  3.76  2.02  0.07
H  -7.24  5.08  0.98  0.07
H  -8.08  3.53  0.89  0.05
H  -5.17  4.04  0.09  0.11
H  -6.50  3.86  -1.04  0.11
H  -5.23  1.75  -0.87  0.10
H  -6.87  1.52  -0.26  0.10
C  -8.61  -0.15  2.05  -0.10
C  -9.85  0.57  2.57  -0.26
C  -10.96  0.67  1.51  -0.18
C  -10.48  1.43  0.35  -0.24
N  -10.10  2.03  -0.55  0.15
H  -8.16  0.40  1.21  0.04
H  -7.86  -0.22  2.83  0.07
H  -8.85  -1.16  1.71  0.08
H  -9.57  1.57  2.91  0.11
H  -10.24  0.03  3.44  0.11
H  -11.83  1.18  1.93  0.12
H  -11.27  -0.32  1.18  0.12



Electronic energy list, top to bottom, in Eh: -1153.07979 -5517.64269